Record 1
{
  "formula": "C4H22F12Na2O23S4",
  "method": "the ωB97M-V functional and the def2-TZVPD basis",
  "max_force_ev_per_a": 3.55,
  "charge": -2,
  "e_homo_ev": -4.55,
  "homo_lumo_gap_ev": 4.33,
  "symbols": ["S", "S", "S", "S", "Na", "Na", "F", "F", "F", "F", "F", "F", "F", "F", "F", "F", "F", "F", "O", "O", "O", "O", "O", "O", "O", "O", "O", "O", "O", "O", "O", "O", "O", "O", "O", "O", "O", "O", "O", "O", "O", "C", "C", "C", "C", "H", "H", "H", "H", "H", "H", "H", "H", "H", "H", "H", "H", "H", "H", "H", "H", "H", "H", "H", "H", "H", "H"],
  "positions_angstrom": [[1.185169, 1.006747, 6.703011], [1.386700, 1.535082, -0.182789], [-3.840333, -1.536091, -6.792886], [-4.207414, 3.893932, 1.518828], [0.894576, 5.129332, -3.951078], [-0.209474, 4.422875, 3.441386], [-0.327893, -0.891104, 7.683531], [-4.073835, -0.758247, -4.235803], [1.719893, -1.161271, -0.531491], [-0.463467, -0.676184, 5.388533], [-3.136061, 0.736541, -5.538621], [-3.082693, 3.292561, -0.845870], [-5.071478, 2.508621, -0.636898], [-0.396990, -0.570304, -0.462965], [-4.871041, 4.562648, -1.090948], [0.734366, -0.702866, 1.333365], [-1.500463, 0.652337, 6.764787], [-1.983651, -0.918778, -4.801293], [0.897635, 1.993078, 7.780094], [0.563826, -4.346115, 3.104546], [0.524474, 2.387388, 0.656933], [6.155614, 3.923652, 0.140087], [2.742565, 1.536945, 0.291166], [6.652901, -0.331388, 0.669998], [-4.150736, -2.839758, -6.239310], [4.336251, -3.429641, -4.322832], [-4.461548, -2.489472, -0.490980], [-1.100487, -4.544364, -0.131701], [2.588503, 0.074603, -4.519256], [-3.285043, 5.013697, 1.636569], [4.298018, -0.915199, 3.094978], [-3.353463, -2.982077, 3.275540], [1.256829, 1.801605, -1.670107], [-5.023061, -0.851751, -7.263639], [2.357570, 0.195120, 6.924764], [2.512977, -5.437502, -0.946256], [1.151774, 1.665018, 5.393132], [-2.686831, -1.518514, -7.768126], [-5.559896, 4.250507, 2.022387], [-3.712460, 2.649992, 2.153194], [-0.070421, 6.441997, -1.054959], [0.832955, -0.361869, 0.047330], [-0.370907, -0.118591, 6.615904], [-3.200264, -0.556314, -5.226401], [-4.313095, 3.525287, -0.403070], [3.803424, -0.120042, 2.896690], [1.254056, -3.697473, 2.966478], [3.512679, -2.974308, -4.147823], [2.221319, 0.801139, -4.015713], [-2.433576, -3.104937, 3.041178], [4.731446, -1.139825, 2.271614], [5.901212, 4.833069, 0.296541], [-4.180104, -1.924335, -1.210441], [1.794468, -5.990001, -1.254063], [5.332328, 3.436096, 0.167140], [-1.478189, -5.274527, -0.622034], [7.341345, -0.800010, 0.198123], [-4.907008, -3.220126, -0.919850], [-3.836175, -3.211899, 2.481562], [0.111992, -4.398723, 2.262336], [1.840662, -0.293193, -4.990110], [6.135239, 0.089474, -0.016388], [4.754230, -2.913261, -5.011940], [-1.739443, -3.837574, -0.223506], [2.087421, -4.632079, -0.652287], [-0.671724, 5.899810, -0.544381], [0.084809, 7.210555, -0.505907]],
  "atomic_forces_ev_per_a": [[-0.27, 2.77, 0.25], [-1.24, 0.88, -1.36], [2.01, -0.84, -1.65], [-1.81, -1.32, 2.76], [-0.22, -0.36, 0.66], [-0.32, -1.03, -0.13], [-0.30, -1.49, -0.44], [0.15, 0.39, 0.26], [-0.06, 0.01, -0.25], [0.04, -0.63, 1.61], [-0.09, 0.62, 0.34], [0.22, 0.15, -0.45], [-0.72, -1.59, -0.22], [0.64, 0.11, -0.40], [0.73, -0.03, 0.25], [0.49, 0.32, -0.02], [0.76, -0.59, -0.27], [-0.10, -0.15, 0.02], [-0.03, -1.75, -0.91], [-0.11, -0.21, 0.20], [0.18, -1.05, -0.94], [0.29, 0.11, -0.17], [0.98, -0.45, -0.01], [0.03, -0.03, 0.25], [0.51, 0.06, 0.33], [0.20, -0.29, -0.02], [0.16, -0.23, 0.35], [0.35, -0.12, 0.21], [0.37, 0.00, -0.33], [0.94, 0.42, -0.72], [0.05, -0.27, 0.21], [-0.18, -0.12, 0.23], [0.01, -0.62, 2.38], [0.20, 0.83, 0.32], [-0.58, -0.59, 0.11], [0.30, -0.16, -0.04], [-0.24, -0.25, -0.11], [-1.97, 0.32, 2.27], [1.58, -0.44, -1.78], [-0.26, 1.49, -1.74], [0.34, 0.02, -0.53], [-0.77, 1.54, 0.33], [0.53, 3.05, -0.40], [-0.65, -1.20, -1.90], [-0.12, 1.66, 2.05], [-0.25, 0.25, 0.01], [0.21, 0.28, 0.06], [-0.24, 0.17, 0.16], [-0.17, 0.07, 0.57], [0.34, 0.05, 0.05], [0.23, 0.03, -0.27], [-0.04, 0.17, 0.09], [0.09, 0.30, -0.22], [-0.18, -0.07, -0.05], [-0.33, -0.35, 0.08], [-0.09, -0.17, -0.10], [0.14, -0.16, -0.08], [-0.16, -0.14, -0.16], [-0.15, 0.09, -0.27], [-0.16, -0.06, -0.36], [-0.28, -0.15, -0.09], [-0.28, 0.16, -0.15], [0.06, 0.17, -0.13], [-0.24, 0.38, -0.03], [-0.16, 0.26, 0.11], [-0.38, -0.42, 0.15], [0.02, 0.21, 0.05]]
}

---

Record 2
{
  "formula": "C4H22N2O8",
  "method": "the ωB97M-V functional and the def2-TZVPD basis",
  "max_force_ev_per_a": 4.84,
  "smiles": "CNCC(=O)NCO.O.O.O.O.O.O",
  "e_homo_ev": -8.64,
  "e_above_lowest_kcal_mol": 75.54,
  "homo_lumo_gap_ev": 8.68,
  "symbols": ["O", "O", "O", "O", "O", "O", "O", "O", "N", "N", "C", "C", "C", "C", "H", "H", "H", "H", "H", "H", "H", "H", "H", "H", "H", "H", "H", "H", "H", "H", "H", "H", "H", "H", "H", "H"],
  "positions_angstrom": [[-1.894464, -2.179088, -1.225001], [0.043130, 2.431950, -1.496986], [0.395609, 1.838458, 3.827367], [-0.475863, -0.213874, -3.568965], [-2.680961, 1.646402, -0.124003], [2.976547, 2.002403, -1.490232], [-1.697034, 0.739464, 2.369757], [2.599933, 2.048380, 1.325062], [1.025820, -2.412602, -0.123019], [-1.406834, -0.743132, 0.482594], [-0.296752, -2.973555, 0.362046], [-1.379733, -2.013668, -0.102514], [-1.065494, -0.360310, 1.940614], [1.277446, -2.674030, -1.580262], [1.761115, 2.001108, 1.749157], [1.004331, 2.377745, -1.322673], [0.021074, -0.360812, 1.869473], [-0.341935, 1.157108, 3.751762], [2.288902, -2.840638, -1.856795], [-0.066607, 2.624817, -2.485400], [2.886911, 1.430403, -0.616585], [-1.299632, -1.221623, 2.536917], [-0.440867, -3.991108, -0.103177], [-1.329581, -0.145952, -3.996347], [-0.742268, -0.106009, -2.644207], [0.944207, -1.822768, -2.222577], [0.902023, -3.607551, -1.859907], [-2.831603, 1.829583, -1.031221], [-3.557536, 1.560063, 0.242631], [3.205359, 1.638656, 1.907915], [-1.838510, 0.046416, -0.153020], [3.074083, 2.906507, -1.044137], [-0.294131, -3.367715, 1.439622], [0.880434, -1.356692, 0.112372], [-0.100696, 2.625424, 3.423967], [-1.546422, 1.486242, 1.705771]],
  "atomic_forces_ev_per_a": [[0.33, 0.17, 1.81], [-0.37, 0.45, -1.67], [-2.29, 0.63, -1.20], [-0.20, 0.34, 0.44], [0.20, 0.13, 0.98], [-0.31, 0.30, 3.58], [-0.58, 2.68, -0.74], [0.11, 0.63, -1.62], [-1.29, 1.37, 1.02], [-1.41, 0.84, -0.61], [0.64, -2.43, 0.34], [0.17, 1.41, -1.68], [1.23, -3.09, -3.51], [-0.44, 2.49, 0.61], [-1.10, -0.11, 0.80], [-0.31, -0.12, -0.66], [0.40, 0.91, 0.75], [1.34, 1.11, 0.21], [1.53, 0.41, 0.62], [0.63, -0.54, 2.19], [0.31, 1.60, -2.51], [-0.51, -0.19, 0.57], [-0.08, 1.29, -0.19], [-0.19, -0.17, -0.49], [0.39, -0.16, 0.03], [-0.20, -0.99, 0.29], [-1.57, -1.21, -0.38], [0.07, 0.52, -1.46], [-0.48, -0.18, 0.35], [0.96, -0.64, 1.05], [0.92, -2.15, 2.02], [0.01, -1.74, -1.02], [0.21, 1.62, -0.94], [0.97, -2.40, -1.15], [1.23, -1.42, 1.05], [-0.34, -1.37, 1.09]]
}

---

Record 3
{
  "formula": "C4H22NO5",
  "method": "the ωB97M-V functional and the def2-TZVPD basis",
  "max_force_ev_per_a": 4.09,
  "charge": 1,
  "e_homo_ev": -14.23,
  "e_above_lowest_kcal_mol": 40.94,
  "homo_lumo_gap_ev": 11.53,
  "symbols": ["O", "O", "O", "O", "O", "N", "C", "C", "C", "C", "H", "H", "H", "H", "H", "H", "H", "H", "H", "H", "H", "H", "H", "H", "H", "H", "H", "H", "H", "H", "H", "H"],
  "positions_angstrom": [[-1.148512, -2.388702, -2.227142], [-3.351857, 2.243894, -0.134193], [-1.561796, 0.344240, -2.141674], [1.459223, 2.199790, -1.596842], [2.889864, -3.230707, 0.157654], [0.621689, -1.503097, -0.388462], [-0.354117, -0.345298, 2.633332], [0.716040, 1.741359, 1.691361], [0.592071, 0.177226, 1.551371], [0.012368, -0.207818, 0.163931], [1.147830, 2.964169, -2.119355], [-2.811286, 2.795055, 0.387727], [-1.049605, -1.383676, -2.485145], [-0.151066, 2.294961, 1.135693], [2.365607, 2.111684, -1.653711], [-2.069680, -2.480643, -2.160618], [1.690363, 2.086703, 1.381718], [3.450520, -3.321251, -0.601891], [-0.383752, -1.425046, 2.598756], [-0.108152, -1.846863, -1.142275], [-1.385077, 0.019683, 2.515234], [0.803111, -2.238901, 0.355547], [0.013615, 0.655981, -0.686002], [0.192290, -0.074103, 3.593287], [-4.180990, 2.683663, -0.207884], [0.479159, 1.984506, 2.731160], [3.458596, -3.421289, 0.917873], [1.377348, -1.392641, -1.010187], [-0.963376, 0.719779, -2.769625], [-2.324864, 0.946891, -2.062811], [1.644309, -0.201343, 1.466773], [-1.069872, -0.508204, 0.106403]],
  "atomic_forces_ev_per_a": [[2.67, 2.93, -1.00], [0.14, -1.65, -1.06], [-0.89, -0.14, 0.16], [-3.67, 0.45, -0.09], [-0.33, 0.19, 0.84], [-2.45, -0.48, -0.16], [2.13, -0.12, 0.99], [-2.41, -0.24, -0.44], [-0.46, 1.20, -2.00], [-1.01, 1.13, -2.10], [0.72, -0.54, 0.40], [0.95, 1.05, 0.98], [-1.00, -2.53, 0.31], [1.73, -1.02, 0.54], [2.98, 0.13, -0.45], [-2.12, -0.35, 0.25], [0.01, 0.37, -0.09], [0.50, -0.20, -0.59], [-0.18, -0.47, 0.09], [0.61, -0.53, 1.95], [0.57, 0.26, 0.25], [-0.01, 1.08, -1.41], [0.81, -2.31, 2.29], [-1.46, -0.30, -0.73], [-1.03, 0.53, -0.06], [0.63, 0.11, -0.02], [-0.16, 0.01, -0.23], [2.00, 0.34, 0.02], [0.43, 0.79, -0.72], [0.34, -0.25, 0.05], [-0.87, -0.11, 1.04], [0.81, 0.68, 0.97]]
}

---

Record 4
{
  "formula": "C4H22O9Sr",
  "method": "the ωB97M-V functional and the def2-TZVPD basis",
  "max_force_ev_per_a": 2.09,
  "charge": 2,
  "e_homo_ev": -17.07,
  "e_above_lowest_kcal_mol": 10.96,
  "homo_lumo_gap_ev": 11.40,
  "symbols": ["Sr", "O", "O", "O", "O", "O", "O", "O", "O", "O", "C", "C", "C", "C", "H", "H", "H", "H", "H", "H", "H", "H", "H", "H", "H", "H", "H", "H", "H", "H", "H", "H", "H", "H", "H", "H"],
  "positions_angstrom": [[0.299736, 0.299745, 0.085162], [0.160715, -0.594114, -2.185709], [0.519984, 2.489951, 1.498761], [-1.809319, 0.510436, 2.156876], [2.668959, 1.252291, -1.003946], [1.688906, 0.265194, 2.402527], [-0.535950, 2.038449, -1.395517], [-0.541212, -2.057507, 0.866851], [2.180823, -1.639438, 0.065626], [-2.313187, -0.018136, -0.781177], [1.642087, -2.987460, 0.124135], [0.494277, -3.035279, 1.129340], [-2.861358, 1.262215, -1.195846], [-1.799859, 1.892738, -2.082506], [-2.098003, 2.922207, -2.317222], [3.410475, 1.787362, -0.687353], [-1.741218, 1.472073, -3.088347], [-0.337760, 2.968912, -1.523745], [2.185549, -0.556837, 2.254184], [0.806309, 3.380545, 1.252153], [-1.632143, 1.294535, 2.693406], [-1.247031, -2.579756, 0.474100], [-3.067725, 1.875229, -0.310431], [-0.575890, -1.126025, -2.522958], [-3.843534, 1.073611, -1.633303], [1.201501, -3.143186, -0.866693], [0.808060, -0.582438, -2.905290], [2.406099, -3.683013, 0.462238], [0.775531, 2.400130, 2.422553], [2.590488, 1.476908, -1.941698], [0.009822, -4.010582, 1.177676], [1.927208, 0.528664, 3.302046], [-2.281873, -0.089179, 2.749493], [3.033171, -1.681336, -0.382125], [0.926737, -2.884053, 2.125485], [-3.050373, -0.522857, -0.418748]],
  "atomic_forces_ev_per_a": [[0.01, -0.16, 1.24], [0.08, -0.56, -0.91], [-0.05, 0.50, -0.13], [0.27, 0.18, 0.05], [-0.21, 0.11, -0.16], [0.33, -0.62, 0.06], [-0.55, 0.17, -0.61], [0.61, -0.43, -0.16], [-0.21, -0.19, 0.68], [-0.10, 0.10, -0.08], [-1.20, 0.68, -0.25], [0.55, 0.07, 0.59], [0.46, -0.47, 0.51], [-1.36, 1.49, -0.53], [-0.43, -0.17, 0.18], [-0.10, -0.14, 0.04], [0.53, -0.72, 0.38], [0.44, 0.01, 0.27], [-0.01, 0.21, 0.05], [-0.17, -0.10, 0.04], [-0.18, -0.07, -0.08], [-0.27, 0.35, -0.04], [0.36, 0.01, -0.03], [0.05, 0.19, 0.12], [0.32, 0.31, -0.68], [0.50, -0.71, 0.02], [-0.10, -0.05, 0.13], [0.00, -0.23, -0.44], [0.07, -0.01, -0.05], [0.12, 0.01, 0.14], [0.38, -0.17, -0.26], [-0.06, -0.08, -0.11], [0.11, 0.01, -0.12], [-0.02, 0.15, 0.00], [-0.37, 0.37, -0.01], [0.19, -0.04, 0.15]]
}

---

These records have calculated total energy values of -136383.94837; -23863.25052; -16225.79425; -23757.98188 eV, in the order they appear.